i:
ORCA calculation (wB97M-V/def2-TZVPD) on a cluster of 2 separate species, C3H4ClNS in total.

Geometry as XYZ:
```
10
Properties=species:S:1:pos:R:3
C 1.017 -0.812 1.208
C 0.235 -0.082 0.446
C 0.015 0.696 -1.520
N -1.014 -0.288 1.009
S -0.290 -1.030 2.381
Cl -0.936 -0.428 -2.608
H 2.036 -0.995 1.358
H 1.126 0.804 -1.953
H -0.630 1.532 -1.340
H -1.558 0.604 1.018
```

**Frontier orbital gap**: 9.0 eV
**HOMO**: -8.66 eV

ii:
ORCA calculation (wB97M-V/def2-TZVPD) on the molecule C3H4ClNS.

Geometry as XYZ:
```
10
Properties=species:S:1:pos:R:3
Cl -1.782 2.274 -2.106
C -1.482 0.763 -1.380
N -2.398 -0.098 -1.206
S -1.981 -1.477 -0.406
C -0.436 -0.630 0.351
C -0.146 0.490 -0.588
H 0.222 -1.537 0.427
H -0.727 -0.508 1.361
H 0.579 0.277 -1.321
H 0.049 1.579 -0.133
```

**SMILES**: ClC1=NSCC1
**Frontier orbital gap**: 9.3 eV
**HOMO**: -8.51 eV

iii:
ORCA calculation (wB97M-V/def2-TZVPD) on the molecule C3H4ClNS.

Geometry as XYZ:
```
10
Properties=species:S:1:pos:R:3
N -1.955 1.438 -0.126
C -1.177 0.362 -0.003
S -2.055 -1.042 -0.012
C 0.266 0.620 0.082
C 1.132 -0.343 0.148
Cl 2.837 -0.060 -0.058
H -2.885 1.316 0.244
H -1.611 2.347 0.032
H 0.637 1.526 0.410
H 0.858 -1.395 0.003
```

**SMILES**: NC(=S)/C=C/Cl
**Frontier orbital gap**: 8.2 eV
**HOMO**: -8.57 eV

The relative energies come out as i 3.731; ii 0.190; iii 0.000, with values in eV.

i:
ORCA calculation (wB97M-V/def2-TZVPD) on the molecule C3H4S2.

Geometry as XYZ:
```
9
Properties=species:S:1:pos:R:3
C 0.780 -0.737 -0.353
S -0.911 -1.588 -0.670
C -2.318 -0.378 0.101
C -2.410 0.411 1.118
S -4.102 -0.056 0.332
H 1.125 -0.090 -1.168
H 1.265 -1.650 -0.311
H 1.118 -0.173 0.489
H -2.208 1.255 1.755
```

**SMILES**: CSC1=CS1
**Frontier orbital gap**: 7.9 eV
**HOMO**: -7.85 eV

ii:
ORCA calculation (wB97M-V/def2-TZVPD) on a structure of composition C3H4S2.

Geometry as XYZ:
```
9
Properties=species:S:1:pos:R:3
C -0.427 0.254 0.584
C 0.839 0.878 -0.085
C -0.469 -1.065 -0.267
H 0.616 1.863 -0.358
H 1.723 0.818 0.578
H -1.423 -1.377 -0.692
H -0.036 -1.935 0.285
S -1.668 0.940 1.318
S 0.846 -0.377 -1.364
```

**Frontier orbital gap**: 8.6 eV
**HOMO**: -8.98 eV

The relative energies come out as i 2.781; ii 0.000, with values in eV.

i:
ORCA calculation (wB97M-V/def2-TZVPD) on a structure of composition C3H4S2.

Geometry as XYZ:
```
9
Properties=species:S:1:pos:R:3
C 1.529 -0.491 -0.075
C -1.134 0.783 0.463
C -0.413 -0.394 -0.099
S 2.326 -1.672 -0.791
S -0.814 0.899 -1.371
H 1.987 0.262 0.453
H -2.023 0.405 0.818
H -0.645 1.557 1.073
H -0.815 -1.349 -0.472
```

**Frontier orbital gap**: 8.2 eV
**HOMO**: -8.51 eV

ii:
ORCA calculation (wB97M-V/def2-TZVPD) on the molecule C3H4S2.

Geometry as XYZ:
```
9
Properties=species:S:1:pos:R:3
C -1.123 -0.684 -0.258
C -1.146 0.404 0.518
S 0.325 1.319 0.738
C 1.494 0.152 -0.165
S 0.405 -1.131 -1.091
H -1.974 -1.353 -0.446
H -2.068 0.906 0.842
H 2.159 0.698 -0.805
H 1.928 -0.311 0.667
```

**SMILES**: C1=CSCS1
**Frontier orbital gap**: 8.5 eV
**HOMO**: -7.79 eV

The relative energies come out as i 2.338; ii 0.000, with values in eV.

i:
ORCA calculation (wB97M-V/def2-TZVPD) on a structure of composition C24H27BrFN2OPtS4Sb.

Geometry as XYZ:
```
62
Properties=species:S:1:pos:R:3
Pt 0.128 1.669 -0.656
O 1.594 3.211 6.022
C 1.450 2.739 4.748
C 0.315 2.050 4.337
C 0.264 1.612 3.025
N 1.239 1.810 2.144
C 2.296 2.480 2.553
Br 3.628 2.822 1.265
C 2.472 2.962 3.844
H 0.795 3.003 6.516
H -0.510 1.866 5.015
H -0.605 1.085 2.650
H 3.361 3.506 4.128
S 0.113 4.717 -4.159
Sb 1.516 4.268 -2.404
S 2.063 1.944 -2.091
S 0.179 3.960 -0.397
S 3.285 5.691 -2.137
F -1.277 -0.960 -5.124
C -1.441 -0.327 -3.923
C -1.567 1.113 -4.005
C -1.715 1.826 -2.885
C -1.763 1.173 -1.579
C -2.111 1.876 -0.423
C -1.555 -0.339 -1.457
C -1.432 -1.025 -2.798
H -1.451 1.596 -4.966
H -1.699 2.910 -2.922
H -2.451 1.386 0.476
H -2.292 2.940 -0.502
H -2.431 -0.747 -0.950
H -1.257 -2.094 -2.805
C -3.625 -2.218 0.131
C -2.340 -2.189 0.993
C -2.199 -0.923 1.829
C -1.026 -2.617 0.322
C -0.784 -3.982 0.491
C 0.433 -4.565 0.221
C 1.453 -3.721 -0.186
C 1.266 -2.366 -0.429
C 2.500 -1.638 -0.921
C 2.357 -1.218 -2.383
C 2.973 -0.558 0.052
C -0.026 -1.766 -0.272
N -0.332 -0.469 -0.676
H -4.446 -2.650 0.712
H -3.489 -2.830 -0.762
H -3.956 -1.229 -0.187
H -2.499 -2.982 1.728
H -1.793 -0.108 1.239
H -1.496 -1.106 2.645
H -3.161 -0.625 2.257
H -1.579 -4.593 0.912
H 0.601 -5.624 0.376
H 2.441 -4.134 -0.361
H 3.295 -2.393 -0.917
H 1.516 -0.547 -2.534
H 2.201 -2.107 -3.002
H 3.256 -0.703 -2.728
H 2.323 0.311 0.066
H 3.972 -0.208 -0.225
H 3.020 -0.964 1.066
```

**Frontier orbital gap**: 5.3 eV
**HOMO**: -1.64 eV
**Total charge**: -2

ii:
ORCA calculation (wB97M-V/def2-TZVPD) on a structure of composition C24H27BrFN2OPtS4Sb.

Geometry as XYZ:
```
62
Properties=species:S:1:pos:R:3
Pt -0.101 0.493 -1.329
O -2.203 2.338 6.022
C -1.956 1.517 4.958
C -1.403 1.980 3.774
C -1.156 1.077 2.756
N -1.467 -0.222 2.843
C -1.993 -0.614 3.971
Br -2.430 -2.477 4.118
C -2.269 0.175 5.078
H -1.843 3.207 5.817
H -1.116 3.018 3.652
H -0.682 1.445 1.851
H -2.691 -0.230 5.985
S 4.696 1.274 0.092
Sb 2.589 0.807 0.805
S 1.534 -0.921 -0.497
S 0.933 2.247 -0.189
S 2.272 0.606 3.051
F -5.873 -0.175 -1.444
C -4.567 0.185 -1.639
C -3.826 -0.425 -2.547
C -2.379 -0.027 -2.739
C -2.019 1.258 -1.985
C -1.024 2.067 -2.519
C -2.861 1.701 -0.872
C -4.093 1.208 -0.718
H -4.237 -1.233 -3.140
H -2.261 0.168 -3.819
H -0.806 3.028 -2.068
H -0.708 1.947 -3.546
H -2.455 2.448 -0.199
H -4.745 1.514 0.089
C 1.496 -1.989 -4.120
C 0.130 -1.850 -4.797
C -0.135 -0.389 -5.131
C -0.919 -2.620 -3.998
C -1.259 -3.857 -4.547
C -2.026 -4.778 -3.861
C -2.393 -4.485 -2.562
C -2.083 -3.265 -1.960
C -2.347 -3.218 -0.454
C -1.021 -3.345 0.300
C -3.164 -2.073 0.134
C -1.424 -2.259 -2.718
N -1.378 -0.941 -2.216
H 2.280 -1.555 -4.748
H 1.737 -3.039 -3.941
H 1.513 -1.473 -3.160
H 0.190 -2.379 -5.755
H -0.050 0.216 -4.232
H -1.120 -0.240 -5.579
H 0.619 -0.041 -5.843
H -0.888 -4.103 -5.537
H -2.293 -5.727 -4.314
H -2.926 -5.228 -1.977
H -2.919 -4.132 -0.251
H -0.429 -2.437 0.200
H -0.428 -4.181 -0.081
H -1.207 -3.501 1.365
H -2.648 -1.122 0.018
H -3.295 -2.255 1.203
H -4.151 -2.007 -0.325
```

**Frontier orbital gap**: 5.8 eV
**HOMO**: -1.82 eV
**Total charge**: -2

The relative energies come out as i 1.276; ii 0.000, with values in eV.

i:
ORCA calculation (wB97M-V/def2-TZVPD) on a structure of composition C5H8N2O2.

Geometry as XYZ:
```
17
Properties=species:S:1:pos:R:3
C -0.399 1.812 1.594
C -1.009 0.839 0.482
C -1.726 -0.470 0.706
C 1.614 -1.070 -0.431
C 1.898 -1.082 -1.964
H -1.407 2.737 1.397
H 0.784 2.056 1.434
H -0.527 1.174 2.850
H -1.498 1.327 -0.447
H -2.637 -0.688 0.002
H -1.334 -1.170 1.501
H 2.670 -1.484 -0.042
H -0.001 -0.480 -2.044
N -0.476 -0.394 -0.306
N 0.602 -0.860 0.435
O 0.569 -1.038 -2.497
O 2.876 -1.210 -2.670
```

**Frontier orbital gap**: 9.5 eV
**HOMO**: -9.81 eV

ii:
ORCA calculation (wB97M-V/def2-TZVPD) on the molecule C5H8N2O2.

Geometry as XYZ:
```
17
Properties=species:S:1:pos:R:3
C 1.125 1.072 -0.703
N 0.521 -1.469 0.100
C 0.003 -1.140 1.275
C -0.153 0.288 -0.701
C -1.395 0.823 1.591
C -1.037 0.265 -1.699
O 1.669 -2.258 0.145
N -0.727 0.071 0.827
O 0.073 -1.454 2.440
H 1.680 -2.700 -0.715
H 1.875 0.579 -1.322
H 1.546 1.152 0.299
H 0.956 2.081 -1.079
H -1.436 0.570 2.648
H -1.941 1.661 1.172
H -0.810 0.772 -2.624
H -1.948 -0.313 -1.652
```

**Frontier orbital gap (spin up / spin down)**: 7.5 / 7.5 eV
**HOMO (spin up / spin down)**: -7.96 / -7.96 eV

The relative energies come out as i 2.327; ii 0.000, with values in eV.

i:
ORCA calculation (wB97M-V/def2-TZVPD) on the molecule C5H8N2O2.

Geometry as XYZ:
```
17
Properties=species:S:1:pos:R:3
O 3.143 -0.785 -0.017
C 1.916 -0.703 -0.113
N 1.115 -1.377 -1.013
C -0.183 -1.008 -1.546
N -1.152 -0.266 -1.126
C -1.359 0.449 0.134
C -0.417 1.655 0.257
O -0.025 1.192 1.593
C -0.870 0.030 1.530
H 1.378 0.025 0.558
H 1.682 -2.027 -1.502
H -0.337 -1.473 -2.547
H -2.386 0.810 0.023
H -0.914 2.708 0.263
H 0.495 1.720 -0.383
H -0.375 -0.959 1.645
H -1.710 0.007 2.243
```

**SMILES**: O=CN/C=N\C1COC1
**Frontier orbital gap**: 10.4 eV
**HOMO**: -9.67 eV

ii:
ORCA calculation (wB97M-V/def2-TZVPD) on the molecule C5H8N2O2.

Geometry as XYZ:
```
17
Properties=species:S:1:pos:R:3
O 2.923 -0.756 -0.847
C 2.270 0.245 -0.395
N 1.192 0.322 0.379
C 0.672 -1.013 0.952
C -0.612 -0.865 -0.008
O -2.128 -1.135 -0.273
C -2.257 0.232 -0.690
C -1.027 0.521 0.189
N 0.132 1.286 -0.028
H 2.636 1.324 -0.413
H 1.051 -1.041 2.129
H 1.344 -1.700 0.076
H 0.207 -1.008 -0.971
H -2.101 0.621 -1.757
H -3.368 0.386 -0.390
H -1.364 0.563 1.268
H 0.431 2.018 0.779
```

**SMILES**: O=CN1C[C@H]2OC[C@@H]2N1
**Frontier orbital gap**: 10.3 eV
**HOMO**: -9.64 eV

The relative energies come out as i 0.000; ii 5.484, with values in eV.

i:
ORCA calculation (wB97M-V/def2-TZVPD) on the molecule C2H4N2O2S.

Geometry as XYZ:
```
11
Properties=species:S:1:pos:R:3
N -1.129 1.553 0.127
C -1.029 0.146 0.047
S -2.413 -0.757 -0.016
O 0.126 -0.324 -0.238
N 1.252 0.623 -0.195
C 2.308 -0.288 0.490
O 3.508 -0.427 -0.157
H -2.140 1.942 0.249
H -0.313 1.992 0.043
H 1.672 0.502 -1.136
H 1.786 -0.706 1.514
```

**SMILES**: NC(=S)ONC=O
**Frontier orbital gap**: 8.0 eV
**HOMO**: -8.78 eV

ii:
ORCA calculation (wB97M-V/def2-TZVPD) on the molecule C2H4N2O2S.

Geometry as XYZ:
```
11
Properties=species:S:1:pos:R:3
O 0.428 0.448 2.635
C 1.015 0.575 1.583
C 0.441 0.052 0.261
N 1.170 -0.281 -0.709
O 0.421 -0.772 -1.807
N -0.824 -0.293 0.284
S -1.902 0.562 -0.744
H 2.123 0.943 1.303
H 0.953 -0.478 -2.593
H -1.316 -0.226 1.206
H -2.509 -0.530 -1.419
```

**SMILES**: O=C/C(=N/O)NS
**Frontier orbital gap**: 9.2 eV
**HOMO**: -9.35 eV

The relative energies come out as i 0.589; ii 0.000, with values in eV.

i:
ORCA calculation (wB97M-V/def2-TZVPD) on a cluster of 6 separate species, C18H24O18 in total.

Geometry as XYZ:
```
60
Properties=species:S:1:pos:R:3
O 2.714 -2.380 -4.559
C 3.159 -2.366 -3.439
O 2.523 -2.933 -2.366
C 3.461 -3.004 -1.284
C 4.404 -1.849 -1.638
O 4.300 -1.730 -3.061
H 2.991 -2.831 -0.318
H 3.925 -3.993 -1.200
H 5.422 -2.035 -1.252
H 4.027 -0.956 -1.105
O -1.855 -0.345 0.781
C -2.568 -0.594 1.731
O -2.613 -1.812 2.354
C -3.742 -1.825 3.218
C -3.888 -0.398 3.567
O -3.477 0.246 2.281
H -4.607 -2.225 2.693
H -3.424 -2.412 4.051
H -3.165 -0.110 4.343
H -4.889 -0.101 3.748
O -1.417 -1.307 -4.969
C -0.588 -1.292 -5.869
O -0.052 -2.414 -6.403
C 0.773 -2.110 -7.447
C 1.123 -0.632 -7.195
O 0.053 -0.231 -6.373
H 1.604 -2.855 -7.457
H 0.146 -2.237 -8.380
H 1.163 0.014 -8.049
H 2.084 -0.622 -6.621
O 2.509 0.960 -0.065
C 1.493 0.877 -0.678
O 0.815 1.831 -1.375
C -0.435 1.294 -1.839
C -0.146 -0.206 -1.852
O 0.879 -0.337 -0.835
H -1.251 1.548 -1.092
H -0.718 1.626 -2.866
H 0.151 -0.473 -2.878
H -0.914 -0.898 -1.510
O -0.840 0.648 6.065
C -0.193 0.647 5.063
O -0.517 -0.059 3.932
C 0.505 0.136 2.893
C 1.537 1.106 3.570
O 1.000 1.289 4.939
H 0.983 -0.818 2.638
H 0.073 0.618 2.039
H 1.539 2.000 3.045
H 2.488 0.652 3.614
O 0.894 4.222 3.271
C -0.203 3.899 3.493
O -1.004 4.416 4.500
C -2.237 3.675 4.543
C -2.285 2.990 3.154
O -0.902 3.000 2.784
H -2.210 2.896 5.241
H -3.119 4.266 4.704
H -2.829 3.558 2.390
H -2.652 1.974 3.325
```

**SMILES**: O=C1OCCO1.O=C1OCCO1.O=C1OCCO1.O=C1OCCO1.O=C1OCCO1.O=C1OCCO1
**Frontier orbital gap**: 11.3 eV
**HOMO**: -10.76 eV

ii:
ORCA calculation (wB97M-V/def2-TZVPD) on a cluster of 6 separate species, C18H24O18 in total.

Geometry as XYZ:
```
60
Properties=species:S:1:pos:R:3
O -14.492 1.340 1.809
C -15.229 2.266 1.639
O -16.498 2.300 1.977
C -17.095 3.544 1.692
C -15.879 4.404 1.221
O -14.815 3.450 1.119
H -17.703 3.419 0.788
H -17.744 4.029 2.412
H -15.588 5.201 1.913
H -15.867 4.870 0.231
O -3.375 3.692 -1.564
C -4.157 4.335 -0.911
O -3.933 5.610 -0.558
C -4.995 6.035 0.305
C -5.538 4.704 0.794
O -5.119 3.750 -0.163
H -4.707 6.691 1.121
H -5.773 6.540 -0.272
H -6.628 4.780 0.768
H -5.283 4.545 1.842
O -8.043 2.443 1.725
C -9.190 2.422 2.019
O -9.711 2.103 3.218
C -11.109 1.944 3.017
C -11.390 2.840 1.859
O -10.201 2.590 1.083
H -11.420 0.913 2.845
H -11.755 2.276 3.837
H -11.618 3.880 2.102
H -12.117 2.426 1.155
O -9.283 4.219 -4.781
C -8.937 4.097 -3.647
O -8.879 5.130 -2.804
C -8.190 4.818 -1.593
C -7.861 3.321 -1.790
O -8.440 3.001 -3.060
H -7.476 5.614 -1.382
H -8.943 4.955 -0.808
H -8.339 2.690 -1.044
H -6.808 3.071 -1.905
O -15.134 3.755 4.878
C -14.228 4.531 4.911
O -13.970 5.328 5.967
C -13.026 6.331 5.547
C -12.396 5.651 4.334
O -13.414 4.784 3.866
H -13.518 7.291 5.380
H -12.278 6.549 6.309
H -11.474 5.124 4.587
H -12.192 6.384 3.551
O -13.987 0.664 -1.319
C -13.283 -0.141 -0.826
O -13.351 -1.502 -0.937
C -12.521 -2.105 0.020
C -11.529 -1.028 0.387
O -12.197 0.151 -0.070
H -13.102 -2.458 0.873
H -11.957 -2.963 -0.350
H -10.611 -1.126 -0.189
H -11.379 -0.966 1.460
```

**SMILES**: O=C1OCCO1.O=C1OCCO1.O=C1OCCO1.O=C1OCCO1.O=C1OCCO1.O=C1OCCO1
**Frontier orbital gap**: 10.5 eV
**HOMO**: -10.64 eV

The relative energies come out as i 0.000; ii 0.874, with values in eV.